(1)
# C15H42F3O10SSn

C15H42F3O10SSn as an isolated structure at a distorted geometry (the ωB97M-V functional and the def2-TZVPD basis, the OMol25 dataset).

Last column: Mulliken charge in e.
Cartesian coordinates (Å):
1 Sn 0.90 5.41 -1.79  0.8503
2 C -0.37 0.13 -0.48  0.4477
3 F -0.05 -0.80 0.42  -0.2159
4 F -0.57 -0.46 -1.66  -0.0943
5 F -1.42 0.68 0.07  -0.1861
6 S 1.15 1.35 -0.53  0.8461
7 O 2.24 0.73 -1.32  -0.6862
8 O 0.69 2.52 -1.20  -0.3890
9 O 1.55 1.60 0.87  -1.0169
10 C 2.09 -2.69 3.10  -1.1571
11 C 2.77 -1.41 2.64  0.3393
12 O 4.20 -1.51 2.51  -0.5771
13 H 1.00 -2.60 3.02  0.2517
14 H 2.52 -3.06 4.03  0.3830
15 H 2.32 -3.48 2.38  0.2749
16 H 2.58 -0.59 3.35  0.1474
17 H 2.40 -1.01 1.70  0.0293
18 H 4.57 -1.69 3.38  0.3235
19 C 0.34 -2.03 -5.22  -1.1002
20 C 1.27 -1.77 -4.05  0.5275
21 O 2.63 -2.17 -4.32  -0.5561
22 H 0.11 -3.09 -5.32  0.3542
23 H 0.59 -1.52 -6.16  0.2677
24 H -0.71 -1.89 -4.96  0.3368
25 H 1.02 -2.23 -3.10  -0.2162
26 H 1.23 -0.72 -3.76  0.0819
27 H 2.71 -3.12 -4.42  0.3060
28 C -4.05 -1.98 -1.07  -0.6797
29 C -4.15 -3.42 -1.46  -0.3120
30 O -5.28 -3.68 -2.24  -0.5504
31 H -4.31 -1.36 -1.93  0.3363
32 H -3.08 -1.55 -0.83  0.0458
33 H -4.86 -1.75 -0.38  0.3209
34 H -4.26 -3.88 -0.48  0.1988
35 H -3.21 -3.76 -1.90  0.2929
36 H -5.17 -3.42 -3.15  0.3207
37 C -2.61 3.20 -2.05  -0.8859
38 C -3.08 4.44 -2.80  -0.4622
39 O -1.92 5.12 -3.13  -0.4063
40 H -1.82 2.68 -2.58  0.2478
41 H -3.44 2.52 -1.84  0.4141
42 H -2.27 3.44 -1.04  0.2297
43 H -3.78 5.06 -2.25  0.2969
44 H -3.60 4.09 -3.70  0.3522
45 H -2.27 5.64 -3.86  0.2569
46 C -0.29 2.04 5.39  -1.4378
47 C -0.17 2.03 3.86  0.0990
48 O 0.97 1.23 3.64  -0.4233
49 H 0.53 2.50 5.95  0.3168
50 H -0.59 1.14 5.93  0.3323
51 H -1.10 2.71 5.66  0.4197
52 H -0.09 3.01 3.41  0.2087
53 H -0.93 1.55 3.25  0.2179
54 H 1.15 1.35 2.70  0.3945
55 C 4.10 4.30 1.77  -0.9846
56 C 2.58 4.74 2.05  -0.2379
57 O 1.78 4.24 1.02  -0.2317
58 H 4.23 3.29 1.38  0.3125
59 H 4.55 4.45 2.75  0.3681
60 H 4.51 5.02 1.07  0.2549
61 H 2.50 5.76 2.41  0.4375
62 H 2.27 4.14 2.90  0.0934
63 H 1.73 3.28 1.04  0.2565
64 C -0.97 -4.32 0.70  -0.4079
65 C -0.04 -4.83 -0.41  0.0997
66 O 1.10 -5.19 0.33  -0.4601
67 H -1.92 -4.07 0.22  -0.0643
68 H -0.45 -3.50 1.18  -0.0630
69 H -1.17 -5.16 1.37  0.3842
70 H 0.13 -4.03 -1.13  -0.1328
71 H -0.50 -5.72 -0.86  0.3892
72 H 1.50 -5.97 -0.07  0.2699

Summary:
- Multiplicity: 2
- Calculated total energy: -2260.96653 Eh
- Orbital gap (alpha / beta): 6.2076 / 7.0550 eV
- Highest occupied orbital energy (alpha / beta): -8.4419 / -9.1521 eV

---

(2)
# C18H26BF4N3NbO3S4

C18H26BF4N3NbO3S4 as an isolated structure at a distorted geometry (the ωB97M-V functional and the def2-TZVPD basis, the OMol25 dataset).

Last column: Mulliken charge in e.
Cartesian coordinates (Å):
1 Nb -4.08 -10.49 11.54  0.1517
2 C -3.43 -13.08 14.10  -0.7229
3 C -2.27 -12.16 14.18  -0.7329
4 S -2.68 -10.43 13.75  0.0927
5 C -3.72 -9.93 15.30  -0.9206
6 C -5.21 -9.75 14.99  -0.8281
7 S -5.71 -10.63 13.46  0.4087
8 C -7.56 -10.38 13.25  -0.7707
9 C -8.50 -11.33 13.95  -0.7770
10 S -8.29 -13.00 13.25  -0.1172
11 C -6.64 -13.59 13.59  -0.6031
12 C -5.68 -13.89 12.42  -0.0334
13 S -4.06 -13.11 12.35  0.1945
14 H -4.15 -12.82 14.87  0.4109
15 H -2.99 -14.13 14.25  0.4686
16 H -1.45 -12.44 13.50  0.3321
17 H -1.88 -12.18 15.20  0.6158
18 H -3.37 -8.94 15.61  0.4761
19 H -3.56 -10.68 16.06  0.5809
20 H -5.42 -8.69 14.67  0.4444
21 H -5.80 -9.89 15.86  0.5592
22 H -7.67 -10.40 12.17  0.3326
23 H -7.78 -9.36 13.70  0.5379
24 H -9.47 -11.05 13.55  0.4290
25 H -8.47 -11.34 15.03  0.3784
26 H -6.80 -14.45 14.27  0.4508
27 H -6.17 -12.82 14.20  -0.1216
28 H -6.17 -13.48 11.50  0.0058
29 H -5.52 -15.01 12.34  0.5687
30 O -2.38 -11.22 11.06  -0.0293
31 N -1.50 -11.76 10.14  0.0257
32 C -1.85 -12.64 9.19  0.1545
33 C -0.87 -13.20 8.31  -1.0986
34 C 0.40 -12.83 8.44  -0.1388
35 C 0.74 -11.86 9.49  -0.6756
36 C -0.20 -11.32 10.30  -0.1245
37 H -2.90 -12.91 9.12  0.6391
38 H -1.15 -13.99 7.57  0.4052
39 H 1.22 -13.10 7.79  0.4411
40 H 1.73 -11.64 9.85  0.3971
41 H 0.03 -10.65 11.15  0.4247
42 C -4.93 -7.62 7.93  -0.8669
43 N -4.77 -7.47 9.44  0.1201
44 C -4.94 -6.27 10.10  -0.0732
45 C -4.53 -6.08 11.41  -1.0684
46 C -4.09 -7.22 12.20  0.8011
47 O -3.83 -7.15 13.38  -0.6092
48 N -4.07 -8.38 11.50  0.0123
49 C -4.24 -8.55 10.18  0.7892
50 O -3.78 -9.57 9.63  -0.5733
51 H -4.04 -8.16 7.57  0.2573
52 H -5.19 -6.63 7.54  0.3526
53 H -5.84 -8.17 7.76  0.3384
54 H -5.22 -5.46 9.47  0.4143
55 H -4.63 -5.11 11.88  0.4351
56 F -7.05 -12.37 9.80  -0.3109
57 B -6.14 -11.43 9.54  0.4551
58 F -6.24 -10.32 10.48  -0.3107
59 F -4.78 -12.06 9.73  -0.0724
60 F -6.25 -10.99 8.28  -0.3225

Summary:
- Multiplicity: 2
- Net charge: +2
- Calculated total energy: -3165.18585 Eh
- Orbital gap (alpha / beta): 6.2927 / 6.6104 eV
- Highest occupied orbital energy (alpha / beta): -13.6896 / -13.6949 eV

---

(3)
# C8H14N2O

A 2-piece molecular cluster, C8H14N2O overall at a distorted geometry (the ωB97M-V functional and the def2-TZVPD basis, the OMol25 dataset).

Last column: Mulliken charge in e.
Cartesian coordinates (Å):
1 C 3.24 -0.14 -0.68  -0.4997
2 C 2.02 -0.80 -0.80  -0.3817
3 C 2.00 0.67 0.81  -0.0594
4 C -1.24 2.79 -0.16  -1.0134
5 C 0.09 -1.99 1.13  -1.4686
6 C -2.45 -0.84 -0.48  -1.6263
7 C -0.09 -0.57 0.50  0.2617
8 C -1.01 -0.49 -0.71  0.4546
9 N 3.20 0.76 0.34  -0.6363
10 N 1.23 -0.25 0.17  0.2183
11 O -0.66 -0.30 -1.86  -0.3690
12 H 4.20 -0.23 -1.25  0.3527
13 H 1.68 -1.47 -1.46  0.5692
14 H 1.80 1.36 1.67  0.3695
15 H -1.89 3.74 0.06  0.3148
16 H -0.23 2.94 -0.16  0.2718
17 H -1.63 2.39 -1.08  0.2307
18 H 0.59 -1.97 2.11  0.3820
19 H 0.69 -2.68 0.60  0.3743
20 H -0.92 -2.40 1.07  0.4076
21 H -2.71 -0.67 0.50  0.3951
22 H -2.69 -1.74 -0.92  0.4560
23 H -3.19 -0.31 -1.19  0.3799
24 H -0.58 0.06 1.15  0.4040
25 H -1.47 2.17 0.64  0.2121

Summary:
- Multiplicity: 3
- Calculated total energy: -497.76769 Eh
- Orbital gap (alpha / beta): 6.8480 / 6.0971 eV
- Highest occupied orbital energy (alpha / beta): -6.0850 / -8.7274 eV

---

(4)
# C10H18Cl6O2

A 4-piece molecular cluster, C10H18Cl6O2 overall at a distorted geometry (the ωB97M-V functional and the def2-TZVPD basis, the OMol25 dataset).

Last column: Mulliken charge in e.
Cartesian coordinates (Å):
1 O 14.96 8.51 7.08  -0.5934
2 C 14.05 8.80 6.26  0.5077
3 C 13.34 7.93 5.26  -0.3383
4 C 12.13 8.79 5.11  -0.6934
5 C 12.59 10.22 5.12  -0.3488
6 O 13.69 10.09 6.06  -0.3159
7 H 13.83 7.89 4.29  0.2797
8 H 12.97 6.98 5.64  0.2654
9 H 11.40 8.64 4.31  0.4068
10 H 11.49 8.56 5.96  0.2564
11 H 12.81 10.57 4.11  0.2720
12 H 11.75 10.85 5.40  0.3008
13 Cl 3.77 10.23 4.84  -0.2131
14 C 2.70 11.59 5.32  -0.5135
15 C 3.03 12.77 4.36  -0.3261
16 Cl 4.41 13.64 5.08  -0.1776
17 H 2.86 11.80 6.37  0.3621
18 H 1.75 11.12 5.08  0.2729
19 H 2.15 13.33 4.67  0.2360
20 H 3.18 12.48 3.32  0.3593
21 Cl 8.76 9.21 10.87  -0.1839
22 C 7.49 8.92 9.64  -0.3979
23 C 6.13 9.34 10.17  -0.4510
24 Cl 5.91 11.13 10.26  -0.1810
25 H 7.57 7.91 9.22  0.3163
26 H 7.71 9.56 8.78  0.2733
27 H 5.86 8.92 11.14  0.3292
28 H 5.28 9.06 9.56  0.2948
29 Cl 13.45 15.06 10.39  -0.1897
30 C 13.82 13.37 10.23  -0.4401
31 C 14.90 13.06 11.24  -0.3431
32 Cl 16.51 13.67 10.64  -0.1826
33 H 14.09 13.30 9.18  0.2812
34 H 12.86 12.86 10.34  0.2786
35 H 14.91 11.97 11.23  0.2772
36 H 14.61 13.54 12.17  0.3197

Summary:
- SMILES string: O=C1CCCO1.ClCCCl.ClCCCl.ClCCCl
- Calculated total energy: -3303.41307 Eh
- Orbital gap: 10.6169 eV
- Highest occupied orbital energy: -10.4128 eV

---

(5)
# H9N3Si2

H9N3Si2 as an isolated structure at a distorted geometry (the ωB97M-V functional and the def2-TZVPD basis, the OMol25 dataset).

Last column: Mulliken charge in e.
Cartesian coordinates (Å):
1 N -1.79 -1.26 -1.82  -0.4743
2 N -0.21 1.91 1.34  -0.5277
3 N 1.95 0.15 1.20  -0.5536
4 Si -0.17 -0.89 -1.37  0.2296
5 Si 0.24 0.20 1.26  0.2273
6 H -2.12 -1.86 -2.60  0.2422
7 H -2.38 -0.52 -1.69  0.2209
8 H -0.86 2.19 0.60  0.2514
9 H -0.43 2.07 2.28  0.2055
10 H 2.38 -0.75 0.90  0.2318
11 H 2.38 0.88 0.71  0.2808
12 H 0.36 0.22 -2.29  -0.0648
13 H 0.72 -2.01 -1.23  -0.1336
14 H -0.06 -0.34 2.69  -0.1357

Summary:
- Calculated total energy: -748.64969 Eh
- Orbital gap: 8.5343 eV
- Highest occupied orbital energy: -7.8696 eV

---

(6)
# C5H13N2O

A 2-piece molecular cluster, C5H13N2O overall at a distorted geometry (the ωB97M-V functional and the def2-TZVPD basis, the OMol25 dataset).

Last column: Mulliken charge in e.
Cartesian coordinates (Å):
1 C 0.48 -0.73 -1.32  -0.6935
2 O -0.88 -0.78 -1.68  -0.8811
3 C 1.02 0.69 -1.18  0.0672
4 C 0.68 1.45 -2.47  -1.2028
5 H 1.07 -1.20 -2.12  0.3985
6 H 0.70 -1.32 -0.39  0.2119
7 H 2.10 0.67 -0.98  0.2749
8 H 0.51 1.16 -0.32  0.0570
9 H 0.91 2.52 -2.35  0.3594
10 H -0.41 1.32 -2.68  0.2652
11 H 1.24 1.07 -3.32  0.3041
12 C -1.18 -0.91 1.64  -0.1451
13 C -0.49 0.08 2.23  -0.3271
14 N 0.52 -0.22 3.21  -0.6153
15 N -2.10 -0.82 0.58  -0.8019
16 H -0.86 -1.93 1.86  0.3014
17 H -0.75 1.15 2.15  0.3650
18 H 0.30 0.11 4.11  0.2005
19 H 1.43 0.12 2.93  0.1920
20 H -2.68 -1.74 0.59  0.2369
21 H -1.59 -0.73 -0.47  0.4328

Summary:
- Net charge: -1
- Calculated total energy: -383.02042 Eh
- Orbital gap: 7.0926 eV
- Highest occupied orbital energy: -3.0123 eV